Arrangement i

Molecular formula: C3H10N3O
Method: DFT, ωB97M-V/def2-TZVPD

Charge: +1
HOMO-LUMO gap (eV): 9.38
E_HOMO (eV): -12.81

Bonds (Å) are listed after each position.
Element x y z (Å)
1 C 1.510 0.084 0.068  C2 1.356, N4 1.350, H5 1.129
2 C 1.022 -0.058 -1.189  C1 1.356, N3 1.492, H6 1.071
3 N 2.040 -0.418 -2.219  C2 1.492, H7 1.015, H8 1.024, H9 1.013
4 N 0.737 0.350 1.142  C1 1.350, H10 1.031, H11 1.039
5 H 2.599 -0.096 0.306  C1 1.129
6 H 0.004 0.089 -1.484  C2 1.071
7 H 2.048 0.284 -2.952  N3 1.015
8 H 2.976 -0.486 -1.809  N3 1.024
9 H 1.874 -1.303 -2.684  N3 1.013
10 H -0.162 0.841 1.028  N4 1.031
11 H 1.225 0.459 2.053  N4 1.039
12 C -2.765 0.632 0.987  N13 1.387, O14 1.230, H15 1.166
13 N -2.592 -0.489 1.785  C12 1.387, H16 1.037, H17 1.006
14 O -1.902 1.487 0.788  C12 1.230
15 H -3.790 0.585 0.433  C12 1.166
16 H -3.175 -1.334 1.646  N13 1.037
17 H -1.647 -0.626 2.102  N13 1.006

Atomic partial charges in e from the Löwdin method, atoms 1 to 2: atom 1 (C): -0.19, atom 2 (C): -0.09



Arrangement ii

Molecular formula: C3H10N3O
Method: DFT, ωB97M-V/def2-TZVPD

Charge: +1
HOMO-LUMO gap (eV): 10.25
E_HOMO (eV): -13.80

Bonds (Å) are listed after each position.
Element x y z (Å)
1 C 1.517 -1.988 -0.225  N2 1.378, O3 1.226, H4 1.088
2 N 0.394 -2.216 -0.990  C1 1.378, H5 1.016, H6 1.019
3 O 2.147 -0.937 -0.181  C1 1.226
4 H 1.830 -2.844 0.370  C1 1.088
5 H 0.182 -3.175 -1.248  N2 1.016
6 H 0.278 -1.516 -1.721  N2 1.019
7 C 0.656 1.240 1.498  N10 1.475, H11 1.105, H12 1.095, H13 1.091
8 N -2.143 0.987 -0.861  C9 1.320, H14 1.011, H15 1.003
9 C -0.989 0.816 -0.242  N8 1.320, N10 1.304, H16 1.106
10 N -0.365 1.668 0.522  C7 1.475, C9 1.304, H17 1.006
11 H 1.622 1.631 1.129  C7 1.105
12 H 0.722 0.147 1.510  C7 1.095
13 H 0.378 1.624 2.481  C7 1.091
14 H -2.605 1.886 -0.834  N8 1.011
15 H -2.621 0.229 -1.311  N8 1.003
16 H -0.588 -0.214 -0.268  C9 1.106
17 H -0.415 2.661 0.371  N10 1.006

Atomic partial charges in e from the Löwdin method, atoms 1 to 2: atom 1 (C): -0.38, atom 2 (N): 0.10



Arrangement iii

Molecular formula: C3H10N3O
Method: DFT, ωB97M-V/def2-TZVPD

Charge: +1
HOMO-LUMO gap (eV): 8.25
E_HOMO (eV): -12.42

Bonds (Å) are listed after each position.
Element x y z (Å)
1 C 0.770 -1.287 -0.988  C2 1.544, N6 1.434, H8 1.127, H9 1.132
2 C -0.140 -0.050 -0.837  C1 1.544, O7 1.485, H10 1.153, H11 1.163
3 C -0.462 2.607 1.480  N4 1.177, N5 1.282
4 N -1.140 2.544 2.440  C3 1.177, H13 1.014
5 N 0.245 3.073 0.517  C3 1.282, H14 0.953, H15 1.030
6 N 0.397 -2.372 -0.128  C1 1.434, H16 1.039, H17 1.005
7 O -0.498 0.280 0.565  C2 1.485, H12 1.031
8 H 0.743 -1.602 -2.070  C1 1.127
9 H 1.808 -0.920 -0.725  C1 1.132
10 H 0.438 0.914 -1.097  C2 1.153
11 H -1.127 0.008 -1.451  C2 1.163
12 H -1.122 -0.483 0.869  O7 1.031
13 H -1.778 2.553 3.228  N4 1.014
14 H 0.419 2.514 -0.235  N5 0.953
15 H 1.035 3.734 0.545  N5 1.030
16 H -0.355 -3.032 -0.408  N6 1.039
17 H 1.179 -2.935 0.155  N6 1.005

Atomic partial charges in e from the Löwdin method, atoms 1 to 2: atom 1 (C): -0.28, atom 2 (C): -0.21



Most stable = arrangement ii